DFT (ωB97M-V/def2-TZVPD) results for an isolated ion of composition C3H8NOS and charge -1 at a distorted geometry.

Each line ends with the Mulliken charge.
Positions of all 14 atoms, in Å:
N  0.929  -0.401  -1.045  -0.626
H  -0.499  -1.812  -0.797  0.419
H  -1.827  0.282  -0.571  0.293
H  0.523  0.087  -1.831  0.281
H  2.572  1.262  -0.945  0.202
O  0.854  1.902  0.024  -0.814
S  -2.084  -1.029  1.457  -0.343
C  1.684  0.925  -0.213  -0.285
H  0.277  -1.567  0.570  0.409
C  -1.143  -0.085  0.196  -0.120
H  -0.810  0.942  0.598  0.308
C  -0.113  -1.007  -0.278  -1.020
H  2.165  0.478  0.675  0.212
H  -2.528  0.023  2.158  0.083

SMILES string: [O-]CNCCS
Energy relative to the best compared isomer or geometry (same formula, charge and spin) (eV): 2.649
Net charge: -1
Gap between HOMO and LUMO (eV): 6.245
Multiplicity: 1
E_LUMO (eV): 3.308
HOMO energy (eV): -2.94

=====

DFT (ωB97M-V/def2-TZVPD) results for one molecule with the formula C6H6O at a distorted geometry.

Each line ends with the Mulliken charge.
Positions of all 13 atoms, in Å:
H  -2.505  -2.034  -0.270  0.310
C  1.201  1.149  0.013  -0.465
C  -1.222  -0.118  -0.102  0.397
O  2.373  -1.112  0.302  -0.530
H  1.789  -0.349  -1.440  0.389
C  -2.267  -0.977  -0.254  -0.549
C  -2.642  0.211  0.233  -0.275
C  0.086  0.139  -0.182  0.085
H  1.400  1.859  -0.833  0.205
H  -3.304  1.060  0.648  0.337
H  1.280  1.437  1.113  0.212
H  2.251  -1.011  1.233  0.288
C  1.560  -0.252  -0.462  -0.405

SMILES string: O[C@@H]1CC1=C1C=C1
Energy relative to the best compared isomer or geometry (same formula, charge and spin) (eV): 5.759
Net charge: 0
Gap between HOMO and LUMO (eV): 8.871
Multiplicity: 1
E_LUMO (eV): 0.971
HOMO energy (eV): -7.90

=====

DFT (ωB97M-V/def2-TZVPD) results for one molecule with the formula C4H8O2.

Each line ends with the Mulliken charge.
Positions of all 14 atoms, in Å:
C  0.896  -0.663  0.030  -0.004
C  -2.588  -0.001  -0.325  -0.534
H  2.484  -0.657  -1.521  0.284
H  0.489  -1.623  -0.289  0.403
C  -0.042  0.267  0.756  -0.445
H  2.199  0.973  -0.707  0.225
C  2.050  -0.108  -0.687  -0.313
H  -0.868  0.588  -1.038  0.440
O  -1.042  0.831  -0.117  -0.393
H  -2.537  -0.603  0.605  0.090
O  2.199  -0.720  0.583  -0.425
H  0.539  1.090  1.184  0.293
H  -3.199  0.872  -0.031  0.156
H  -0.579  -0.246  1.558  0.222

Energy relative to the best compared isomer or geometry (same formula, charge and spin) (eV): 6.300
Net charge: 0
Gap between HOMO and LUMO (eV): 8.704
Multiplicity: 1
E_LUMO (eV): 0.730
HOMO energy (eV): -7.97

=====

- What is the energy relative to the best compared isomer or geometry (same formula, charge and spin) in the second record?
  5.759 eV